[1]
Entry from the OMol25 dataset: a structure of composition C29H29CdCl3N9O3S (ωB97M-V with the def2-TZVPD basis set).

```
! RIJCOSX wB97M-V def2-TZVPD def2/J DEFGRID3
* xyz 1 1
Cd 0.98735 2.36466 0.52030
N 2.66901 0.75889 4.64445
C 2.32269 1.55159 3.62685
N 1.42277 1.23766 2.73969
C 0.70770 0.07211 2.88414
N -0.35828 -0.15755 2.16300
N -0.64641 0.88214 1.30224
C -1.87084 1.16659 1.13070
C -2.22529 2.28606 0.24050
C -3.54102 2.48714 -0.14397
C -3.82960 3.54321 -0.99808
C -2.79651 4.35818 -1.42366
C -1.50757 4.08753 -0.98123
N -1.22596 3.07731 -0.16916
C 1.11562 -0.89132 3.90224
C 0.51785 -2.14479 4.06401
C 0.93501 -2.99417 5.06187
C 1.95318 -2.59941 5.93514
C 2.54053 -1.36064 5.81259
C 2.11647 -0.50783 4.79448
H 3.35507 1.08929 5.30563
H 2.82791 2.51442 3.55872
H -2.65867 0.61103 1.63471
H -4.31781 1.82731 0.22123
H -4.84594 3.72661 -1.31933
H -2.97547 5.19795 -2.07970
H -0.67397 4.70755 -1.28595
H -0.29669 -2.42214 3.41107
H 0.46880 -3.96206 5.18224
H 2.27752 -3.26785 6.72102
H 3.32030 -1.04533 6.49437
N 2.82391 3.41124 -0.50627
C 3.63827 3.96331 0.59225
C 2.80687 4.20017 1.86547
O 3.43608 4.39895 2.90143
O 1.53585 4.12654 1.74397
H 3.37374 2.81965 -1.11828
H 2.44249 4.15448 -1.08069
H 4.12500 4.90155 0.32200
H 4.42516 3.25249 0.84090
Cl 3.87280 -2.04972 -0.44694
C -2.73187 -2.08916 0.58044
Cl -4.30366 -1.72807 1.15310
Cl -0.98302 -2.91820 0.60737
C 2.95657 -0.75304 -0.12947
N 2.35605 0.20288 0.07862
C 0.62152 -3.12687 -0.07432
C -2.01985 -1.70693 -0.46306
C -2.08702 -0.78029 -1.62064
N -0.79430 -0.12091 -1.79686
C -0.45584 0.77961 -2.71695
S 0.83172 1.83006 -2.50458
N -1.22563 0.86366 -3.85333
C -1.80625 -0.14894 -4.65783
O -2.67957 0.16073 -5.42542
C -1.25733 -1.53020 -4.56130
C -2.11264 -2.58491 -4.87377
C -1.65050 -3.88828 -4.81571
C -0.32842 -4.13908 -4.46908
C 0.53298 -3.08717 -4.18884
C 0.07123 -1.78060 -4.23011
H -0.66841 -3.77151 1.65501
H 0.83060 -4.20537 -0.07955
H 0.53013 -2.78488 -1.11487
H -0.56688 -1.83023 1.34392
H -1.64450 -3.96676 0.01048
H -2.85974 -0.02050 -1.44711
H -2.36361 -1.33343 -2.51629
H -0.14967 -0.19946 -1.01958
H -1.20038 1.76396 -4.31136
H -3.13264 -2.36517 -5.16123
H -2.31563 -4.70807 -5.05106
H 0.03545 -5.15755 -4.43280
H 1.56921 -3.28415 -3.94759
H 0.75402 -0.96401 -4.03016
*
```

## Properties
Highest occupied orbital energy ... -10.21 eV
Energy above the lowest of the compared OMol25 structures with the same formula, charge and spin ... 1450.2 kJ/mol

---

[2]
Entry from the OMol25 dataset: a cluster of 13 separate species, C40H106O19 in total at a distorted geometry (ωB97M-V with the def2-TZVPD basis set).

```
! RIJCOSX wB97M-V def2-TZVPD def2/J DEFGRID3
* xyz 0 1
C 7.45835 -0.63886 3.54167
C 6.25136 0.28983 3.71998
O 5.20275 -0.33785 2.98191
C 4.15788 0.59563 2.91332
C 3.07752 0.02392 2.05208
H 8.35947 -0.34488 4.11450
H 7.17051 -1.66505 3.80267
H 7.76616 -0.60629 2.46060
H 6.01446 0.46598 4.79874
H 6.43452 1.30911 3.29359
H 3.84207 0.90752 3.92456
H 4.53919 1.53348 2.50351
H 2.21027 0.64753 2.07500
H 2.78129 -0.95752 2.38246
H 3.36655 -0.07094 1.00829
C -1.23788 3.80689 2.00402
C -0.85329 2.90224 3.11130
O -1.73867 1.80607 3.04673
C -1.34681 0.68637 3.80910
C -2.19366 -0.50655 3.51666
H -0.61339 4.71513 1.97210
H -1.18749 3.35128 1.02502
H -2.28958 4.15019 2.10812
H 0.19085 2.64438 2.98985
H -0.91966 3.42332 4.05194
H -0.28783 0.44370 3.60679
H -1.34173 0.92435 4.91134
H -3.26728 -0.25887 3.64033
H -1.91769 -1.27315 4.25984
H -1.94850 -0.90793 2.51626
C 0.71490 -3.09233 3.83759
C -0.59237 -3.63827 3.39388
O -1.48893 -3.56454 4.49346
C -2.70273 -4.27459 4.19770
C -3.77513 -3.78537 5.15308
H 1.47074 -3.18214 3.05868
H 0.56939 -2.02060 4.08628
H 1.00732 -3.63821 4.72842
H -1.04715 -3.14137 2.52956
H -0.53263 -4.73758 3.15330
H -2.93962 -4.07082 3.12729
H -2.63392 -5.36052 4.27374
H -4.04938 -2.75023 4.95354
H -3.53281 -3.84546 6.21865
H -4.71089 -4.33632 5.07267
C 2.11680 -4.17944 -2.57821
C 1.14750 -3.45813 -3.46535
O 1.40255 -1.99074 -3.32661
C 0.83602 -1.29388 -4.39174
C 1.44632 0.09088 -4.27652
H 2.00223 -5.26948 -2.65870
H 3.13587 -3.93016 -2.80259
H 1.94475 -3.92508 -1.52457
H 1.25419 -3.74311 -4.51587
H 0.08169 -3.69704 -3.21913
H 1.14951 -1.73205 -5.35693
H -0.23563 -1.27342 -4.46373
H 1.10499 0.51320 -3.31880
H 1.13460 0.69456 -5.13779
H 2.53915 0.02070 -4.30130
C -2.07118 0.61491 -7.22938
C -2.61274 1.07641 -5.89917
O -2.56105 0.05096 -4.95843
C -3.38979 0.33119 -3.85113
C -3.41630 -0.86139 -2.92364
H -1.18826 -0.03191 -7.08814
H -2.70942 -0.11090 -7.72855
H -1.83834 1.40601 -7.92486
H -1.95551 1.92740 -5.54799
H -3.64378 1.43879 -6.05973
H -3.04182 1.19127 -3.23270
H -4.40493 0.57231 -4.19458
H -3.65683 -1.78184 -3.44456
H -4.08255 -0.76931 -2.07049
H -2.38771 -1.02225 -2.52759
C 3.46533 3.39018 -0.73135
C 2.74142 3.51038 0.57959
O 3.58176 3.96240 1.58944
C 2.88615 4.02270 2.83767
C 3.82145 4.63897 3.88068
H 4.32093 2.68557 -0.65372
H 2.78202 3.03065 -1.49996
H 3.87586 4.34743 -1.08785
H 1.83997 4.18068 0.54896
H 2.31158 2.54728 0.89187
H 1.97366 4.63311 2.75654
H 2.74935 2.97150 3.10590
H 3.99857 5.66785 3.58373
H 4.75439 4.07361 4.00755
H 3.32959 4.72801 4.89346
C 7.45434 2.51919 -1.11597
C 7.27037 1.00119 -0.88941
O 6.08470 0.62483 -1.54959
C 5.72258 -0.70367 -1.28605
C 4.47506 -1.01652 -2.03620
H 6.52074 2.99743 -1.32956
H 7.90604 2.97360 -0.25913
H 7.96962 2.71462 -2.04510
H 8.22364 0.42690 -1.17904
H 7.19224 0.80250 0.25530
H 6.51874 -1.38571 -1.50350
H 5.46146 -0.85873 -0.26048
H 3.64911 -0.37175 -1.76847
H 4.20119 -2.06600 -1.86552
H 4.67916 -0.94142 -3.10882
C 0.33656 4.40431 -2.23471
C -0.04231 4.56964 -3.69894
O -1.49973 4.49215 -3.76834
O 0.08521 3.15663 -1.68376
H -0.20023 5.18562 -1.69565
H 1.41883 4.72124 -2.11727
H 0.42700 3.84644 -4.35676
H 0.15249 5.62531 -3.97732
H -1.85912 4.56850 -4.65480
H -0.88818 2.98874 -1.53643
C -4.37235 0.65161 1.22272
C -5.65354 1.26629 0.67051
O -6.12769 2.46593 1.25383
O -3.25144 1.34950 0.77356
H -4.42398 -0.37084 0.90052
H -4.35263 0.77884 2.31849
H -6.49666 0.59313 0.82006
H -5.54734 1.33240 -0.43333
H -5.58480 3.19924 0.89302
H -2.74507 1.64920 1.52538
C -4.90087 -3.51969 -0.34377
C -5.70034 -4.00819 0.86774
O -5.07358 -5.18660 1.37021
O -3.74676 -2.87058 0.06988
H -5.50451 -2.84160 -0.93309
H -4.63961 -4.38665 -1.00611
H -6.66770 -4.34986 0.48696
H -5.88131 -3.30778 1.72108
H -5.18069 -5.18866 2.32335
H -2.99342 -3.49865 -0.05499
C -1.88948 -6.50471 0.40740
C -0.79761 -5.61400 -0.10989
O -1.42480 -4.40006 -0.59272
O -2.36110 -6.12029 1.71563
H -1.47151 -7.53213 0.50978
H -2.75448 -6.43974 -0.26190
H -0.46907 -6.08292 -1.03466
H -0.01914 -5.27706 0.55385
H -0.76761 -3.66831 -0.75407
H -3.26967 -5.85361 1.51885
C -0.18686 0.09549 -0.00506
C -0.02806 -1.38709 0.13693
O -0.21601 -2.04014 -1.13505
O 0.96671 0.61704 -0.66608
H -0.26365 0.55224 1.02371
H -1.17258 0.32984 -0.45160
H -0.83487 -1.80473 0.71026
H 0.91179 -1.65328 0.55356
H 0.48767 -1.86762 -1.81490
H 0.76054 1.47056 -1.11027
C -3.58384 3.31027 -1.98234
C -3.96522 4.57959 -1.29095
O -4.27882 4.34720 0.10071
O -2.46880 2.65496 -1.39672
H -3.34017 3.37648 -3.02611
H -4.44425 2.59447 -1.95034
H -4.93504 4.85893 -1.71969
H -3.15952 5.31204 -1.39207
H -4.60971 5.22371 0.33037
H -2.79901 2.02137 -0.75105
*
```

## Properties
Highest occupied orbital energy ... -9.40 eV
Energy above the lowest of the compared OMol25 structures with the same formula, charge and spin ... 0.0 kJ/mol

---

[3]
Entry from the OMol25 dataset: a cluster of 2 separate species, C13H8ClN5O4 in total at a distorted geometry (ωB97M-V with the def2-TZVPD basis set).

```
! RIJCOSX wB97M-V def2-TZVPD def2/J DEFGRID3
* xyz 0 1
N 3.49897 1.19890 -2.08703
C 3.06885 0.34891 -1.40874
C 2.52571 -0.66670 -0.54561
C 1.73498 -0.29653 0.56598
C 1.24385 -1.31237 1.38894
N 0.43572 -1.22075 2.51433
O -0.07262 -0.29021 3.12739
O 0.26934 -2.55959 2.95992
N 0.89730 -3.45103 2.12351
C 1.48943 -2.67823 1.16914
C 2.28285 -3.06223 0.01742
N 2.57641 -4.42887 -0.34256
O 2.15157 -5.39142 0.32458
O 3.28468 -4.57774 -1.37166
C 2.78556 -2.03523 -0.79976
H 1.51130 0.73932 0.82341
H 3.40247 -2.31556 -1.65320
Cl -5.04981 1.32589 -2.59177
C -3.72857 1.79959 -1.61746
C -3.59577 3.14349 -1.22573
C -2.53497 3.51924 -0.40494
C -1.63592 2.54446 0.09163
N -0.67011 2.87585 0.98984
C -1.74625 1.21147 -0.36528
C -2.78697 0.83848 -1.21085
H -4.31661 3.88076 -1.56911
H -2.39509 4.56272 -0.11505
H -0.19695 2.16018 1.53156
H -0.56766 3.83580 1.28674
H -0.99138 0.48899 -0.04958
H -2.87029 -0.18756 -1.55604
*
```

## Properties
Highest occupied orbital energy ... -8.02 eV
Energy above the lowest of the compared OMol25 structures with the same formula, charge and spin ... 0.0 kJ/mol